C6H11IN as an isolated structure in a non-equilibrium geometry. Source: the OMol25 dataset; level of theory: wB97M-V/def2-TZVPD.

Output
- ΔE to the lowest compared entry with this formula, charge and spin: 27.1 kcal per mole
- Gap between HOMO and LUMO: 9.996 eV
- Total charge: +1
- HOMO level: -13.99 eV
- Strongest force on any atom: 0.07737 hartree/bohr

Geometry as XYZ:
```
19
Properties=species:S:1:pos:R:3:forces:R:3
C 0.565125 1.442704 0.683027 -0.866 -0.056 -0.611
C -0.502735 1.398323 -0.387815 -0.386 0.190 -0.933
C 1.384939 0.219135 0.607273 1.086 -1.196 2.269
C -1.501174 0.142689 -0.215366 0.834 2.507 0.799
C 0.636161 -1.054080 0.309019 -1.427 -0.726 0.229
C -0.917859 -1.119054 0.183723 3.675 -1.254 -0.864
N 0.424219 -1.486565 -1.068032 -1.420 0.430 0.744
I -2.049854 -2.886293 0.557348 0.635 1.080 -0.074
H 1.150398 2.318713 0.561949 0.744 0.776 -0.207
H 0.139142 1.547189 1.668221 -0.563 -0.082 0.315
H -1.099157 2.289721 -0.207486 -0.434 -0.069 -0.366
H -0.098946 1.560694 -1.496830 -0.669 -0.802 2.290
H 2.224724 0.348081 -0.048566 0.382 -0.246 -0.597
H 1.827683 0.004695 1.624243 -0.166 0.389 -1.014
H -2.204229 0.384935 0.604423 -0.058 0.013 -0.574
H -1.946345 0.096531 -1.155310 -1.703 -0.425 -1.263
H 1.046269 -1.893104 0.842757 0.103 -0.242 0.195
H 0.350448 -0.842710 -1.851133 0.316 -0.244 0.216
H 0.571192 -2.471606 -1.211445 -0.084 -0.043 -0.554
```
Forces are in eV/Å.

Results of the Löwdin charge analysis, in e, for atoms 1 through 4: C -0.211; C -0.146; C -0.149; C -0.209